Entry 1:
{
  "formula": "C15H17N3O3S",
  "method": "ωB97M-V/def2-TZVPD",
  "mol_weight_g_mol": 319.39,
  "smiles": "Cc1cccc(N(CC(=O)Nc2cccnc2)S(C)(=O)=O)c1",
  "homo_lumo_gap_ha": 0.3344,
  "relative_energy_kj_mol": 216.8,
  "symbols": ["C", "C", "C", "C", "C", "C", "N", "C", "C", "O", "N", "C", "C", "C", "C", "N", "C", "S", "C", "O", "O", "C", "H", "H", "H", "H", "H", "H", "H", "H", "H", "H", "H", "H", "H", "H", "H", "H", "H"],
  "coordinates": [[-2.3355, 2.6250, -2.1726], [-1.0624, 2.6372, -1.3837], [-0.6672, 3.7830, -0.7034], [0.5010, 3.7851, 0.0357], [1.2967, 2.6560, 0.1002], [0.9164, 1.5023, -0.5791], [1.7478, 0.3628, -0.5387], [2.1904, -0.1260, 0.7496], [1.0291, -0.4757, 1.6911], [1.0753, -0.2121, 2.8720], [-0.0015, -1.0859, 1.0560], [-1.2260, -1.4899, 1.5894], [-1.5690, -1.3817, 2.9345], [-2.8220, -1.8211, 3.3294], [-3.6811, -2.3462, 2.3773], [-3.3601, -2.4502, 1.0969], [-2.1703, -2.0368, 0.7146], [1.6928, -0.7701, -1.7687], [2.0407, 0.2203, -3.2337], [2.7788, -1.6710, -1.5435], [0.3819, -1.3618, -1.8762], [-0.2659, 1.5030, -1.3128], [-3.1791, 2.8723, -1.5302], [-2.5109, 1.6481, -2.6147], [-2.2959, 3.3688, -2.9677], [-1.2819, 4.6696, -0.7481], [0.8010, 4.6754, 0.5674], [2.2077, 2.6717, 0.6757], [2.7819, -1.0245, 0.5559], [2.8279, 0.6059, 1.2512], [0.0883, -1.2723, 0.0606], [-0.8710, -0.9661, 3.6424], [-3.1215, -1.7553, 4.3639], [-4.6682, -2.7010, 2.6410], [-1.9400, -2.1410, -0.3389], [1.3439, 1.0466, -3.2795], [1.9306, -0.4262, -4.0955], [3.0608, 0.5678, -3.1422], [-0.5833, 0.6023, -1.8135]],
  "atomic_forces_ev_per_a": [[-0.0148, 0.0291, 0.0078], [0.1124, 0.0850, 0.0400], [0.0002, -0.0734, -0.0228], [-0.0387, 0.0042, 0.0225], [0.0915, -0.2327, -0.0056], [-0.4579, 0.6028, -0.2110], [0.2733, -0.6264, -0.7365], [0.2319, -0.2302, 0.4446], [0.1905, 0.1407, -0.2963], [0.0817, 0.0198, 0.2267], [-0.0661, -0.1766, -0.3215], [-0.3721, -0.0873, 0.3640], [0.0664, 0.0248, -0.0001], [-0.0090, -0.0412, -0.2372], [-0.1036, 0.0233, 0.3462], [-0.2530, -0.1626, -0.2904], [0.3543, 0.1664, 0.0741], [0.4236, 0.4703, -0.5054], [-0.1873, -0.3341, 0.7327], [0.3092, -0.0334, 0.0346], [-0.1542, 0.1179, -0.1521], [-0.1292, 0.1164, 0.1024], [-0.0963, -0.0074, -0.0107], [-0.0689, -0.0450, -0.0573], [-0.0529, 0.0115, -0.0714], [-0.0696, 0.1077, 0.0002], [0.0365, 0.0705, 0.0497], [0.1322, -0.0008, 0.0664], [0.0328, 0.1039, 0.2351], [-0.1351, -0.1197, -0.0574], [-0.0255, 0.0720, 0.2136], [0.0208, 0.0039, -0.0060], [-0.0385, 0.0005, 0.0763], [-0.0649, -0.0028, 0.1180], [0.1096, 0.0221, -0.1192], [-0.0978, 0.1127, -0.0400], [-0.0739, -0.1951, -0.0311], [0.1595, 0.0596, 0.0456], [-0.1169, 0.0034, -0.0283]]
}

---

Entry 2:
{
  "formula": "C4H9ClO",
  "method": "ωB97M-V/def2-TZVPD",
  "mol_weight_g_mol": 108.57,
  "homo_lumo_gap_ha": 0.4031,
  "relative_energy_kj_mol": 630.9,
  "symbols": ["C", "C", "C", "C", "H", "H", "H", "H", "H", "H", "H", "H", "H", "O", "Cl"],
  "coordinates": [[2.1357, -0.3297, -0.2612], [-0.4535, -0.2407, -0.3733], [-0.4816, 1.1429, 0.1823], [-1.5103, -0.9605, 0.3700], [2.3155, 0.5222, 0.5980], [2.9489, -1.0877, 0.2984], [2.4045, 0.0302, -1.4733], [-0.6131, -0.2031, -1.3923], [0.6034, 1.5620, 1.0765], [-1.6826, 1.4403, 0.5379], [-0.2666, 1.9972, -0.9932], [-1.6130, -0.6097, 1.4762], [-1.2861, -1.9522, 0.2700], [0.6477, -1.0313, -0.0601], [-3.1487, -0.2798, -0.2557]],
  "atomic_forces_ev_per_a": [[0.5381, -0.3623, 1.7052], [0.6761, 0.7101, 2.7796], [0.8901, 6.3590, -0.8462], [-2.5766, 3.2666, 2.0551], [-1.1366, -1.4825, -2.7754], [-2.4663, 1.2720, -2.4379], [-1.0205, -1.2763, 3.9575], [-0.5420, -0.1400, -2.2921], [-3.9394, -1.5974, -2.7715], [4.1222, -0.5612, -0.7601], [-0.5661, -2.2408, 3.8895], [0.7477, -0.9705, -1.9714], [-0.7059, -2.9275, -0.2666], [5.2820, 1.3032, -0.3439], [0.6973, -1.3523, 0.0782]]
}

---

Entry 3:
{
  "formula": "H2P2S4",
  "method": "ωB97M-V/def2-TZVPD",
  "mol_weight_g_mol": 192.23,
  "smiles": "S=[PH]1SP(S)S1",
  "homo_lumo_gap_ha": 0.2956,
  "relative_energy_kj_mol": 31.9,
  "symbols": ["S", "P", "S", "P", "S", "S", "H", "H"],
  "coordinates": [[-1.5040, 0.4265, 2.9131], [-0.5759, -0.0671, 1.2498], [1.4933, 0.3403, 0.9069], [0.7781, 1.2462, -1.0598], [1.2737, -0.1222, -2.5301], [-1.2188, 0.8805, -0.5764], [-0.8729, -1.5964, 1.0993], [0.6264, -1.1078, -2.0028]],
  "atomic_forces_ev_per_a": [[0.9068, -0.0720, -1.2613], [-1.1357, -1.7367, 0.7884], [-1.3027, 0.1917, -0.8527], [1.1579, 0.4763, 1.0360], [0.7124, 0.6916, -0.7317], [-0.4377, -0.5570, 0.7787], [0.8114, 2.3147, -0.2239], [-0.7124, -1.3087, 0.4665]]
}

---

Entry 4:
{
  "formula": "C4H4NO5",
  "method": "ωB97M-V/def2-TZVPD",
  "mol_weight_g_mol": 146.08,
  "smiles": "O=C1N[C@](O)(C(=O)[O-])CO1",
  "total_charge": -1,
  "homo_lumo_gap_ha": 0.3367,
  "relative_energy_kj_mol": 0.0,
  "symbols": ["O", "C", "N", "C", "O", "C", "O", "O", "C", "O", "H", "H", "H", "H"],
  "coordinates": [[-1.8676, 0.7423, -2.7587], [-1.2499, 0.5758, -1.7647], [-0.9597, -0.6525, -1.1992], [-0.0639, -0.2759, 0.2321], [1.1483, -0.8728, 0.0564], [-0.7890, -1.0687, 1.4183], [-0.0732, -2.0787, 1.6915], [-1.8806, -0.6653, 1.8060], [-0.0807, 1.1769, 0.1075], [-0.8209, 1.6103, -1.0500], [-1.8136, -1.3517, -1.0668], [1.0542, -1.5884, 0.7928], [-0.3768, 1.8046, 0.9230], [1.0079, 1.4338, -0.2235]],
  "atomic_forces_ev_per_a": [[-1.2846, 0.5544, -2.4678], [-0.5548, -1.8713, 1.4709], [-0.4467, -0.5725, 3.0708], [-1.9943, -3.6711, -2.1986], [0.3522, 0.5488, 0.7321], [0.7594, 0.2300, -1.0364], [-0.8644, 0.1472, 0.9054], [0.0175, -0.1755, 0.2888], [2.9460, 2.3254, -2.2145], [0.4030, 0.3318, 0.8172], [2.4985, 2.3230, -0.4835], [0.0182, 0.1547, -0.7148], [-0.2998, -0.1175, 0.6602], [-1.5503, -0.2075, 1.1703]]
}

---

Entry 5:
{
  "formula": "CH2O3",
  "method": "ωB97M-V/def2-TZVPD",
  "mol_weight_g_mol": 62.02,
  "homo_lumo_gap_ha": [0.2514, 0.2548],
  "relative_energy_kj_mol": 780.6,
  "symbols": ["C", "O", "O", "O", "H", "H"],
  "coordinates": [[-0.4057, 0.4198, 0.0071], [-1.5232, -0.5784, -0.0436], [-0.6206, 1.6372, -0.0172], [-2.6757, -0.0954, 0.0409], [0.0115, -0.0918, 0.9621], [0.3915, -0.2269, -0.5774]],
  "atomic_forces_ev_per_a": [[1.2478, -0.0223, 0.2144], [-0.4827, 0.2257, 0.4424], [0.1625, -1.4790, -0.2073], [0.8851, -0.1016, -0.3054], [-0.6872, 0.2394, 0.2019], [-1.1255, 1.1378, -0.3459]]
}

---

Entry 6:
{
  "formula": "C21H16ClF4N3O6Os",
  "method": "ωB97M-V/def2-TZVPD",
  "mol_weight_g_mol": 708.05,
  "spin_multiplicity": 5,
  "homo_lumo_gap_ha": [0.3399, 0.2268],
  "relative_energy_kj_mol": 0.0,
  "symbols": ["Os", "N", "C", "C", "C", "O", "O", "H", "H", "H", "H", "H", "H", "O", "C", "O", "C", "C", "Cl", "N", "N", "C", "C", "O", "O", "C", "C", "C", "C", "C", "C", "H", "H", "H", "H", "H", "H", "F", "C", "C", "C", "C", "C", "C", "H", "H", "H", "H", "F", "C", "F", "F"],
  "coordinates": [[1.1493, 0.5166, 0.1980], [-1.4025, -3.8640, -0.5046], [-0.7935, -3.7786, -1.8037], [0.3225, -2.7419, -1.8685], [-0.1698, -1.2886, -1.7590], [-1.3347, -0.9549, -1.7802], [0.8450, -0.4417, -1.5975], [-0.8815, -4.4370, 0.1687], [-2.3708, -4.1348, -0.4303], [-1.5951, -3.5075, -2.5004], [-0.4092, -4.7425, -2.1880], [0.9127, -2.8659, -2.7941], [1.0202, -2.8896, -1.0516], [-3.1365, -2.9065, 2.5814], [-3.6873, -1.7812, 2.2367], [-4.8682, -1.5618, 2.3259], [-2.7942, -0.7566, 1.6231], [-3.1374, 0.5206, 1.1822], [-4.6614, 1.2540, 1.2948], [-2.0938, 1.1399, 0.6208], [-1.0054, 0.3675, 0.7541], [-1.4386, -0.7715, 1.2942], [-0.3301, -1.7569, 1.6470], [-0.5871, -2.7711, 2.2469], [0.8423, -1.4120, 1.2528], [-2.1463, 2.3539, -0.1454], [-2.1305, 2.2541, -1.5080], [-2.0808, 3.4291, -2.2368], [-2.0933, 4.6517, -1.5466], [-2.1008, 4.7116, -0.1632], [-2.1204, 3.5477, 0.5632], [-2.1485, -2.8595, 2.5629], [-2.2001, 1.2770, -1.9203], [-2.1177, 3.4227, -3.3545], [-2.1367, 5.5887, -2.0962], [-2.2675, 5.6394, 0.3562], [-2.2152, 3.4918, 1.6591], [7.1180, -0.7669, -0.1315], [5.8123, -0.4953, -0.0470], [5.2989, 0.5861, -0.7624], [3.9744, 0.9328, -0.6376], [3.1546, 0.1558, 0.1824], [3.7256, -0.8901, 0.9330], [5.0747, -1.2294, 0.8068], [5.8856, 1.1382, -1.4414], [3.5093, 1.6045, -1.3459], [3.1044, -1.6129, 1.4743], [5.4534, -2.0507, 1.3097], [2.4297, 2.5169, 2.0418], [1.3135, 2.3177, 1.3953], [1.1677, 3.4124, 0.5974], [0.3406, 2.4387, 2.3060]],
  "atomic_forces_ev_per_a": [[-0.1266, -1.0479, -0.1271], [0.5814, -0.1519, 1.5253], [-0.5608, -0.3447, -0.9265], [-0.3534, 0.2066, -0.3439], [-0.3507, -0.8458, -0.0387], [0.4795, -0.0968, -0.1863], [0.2013, 0.8462, 0.9255], [-0.1913, 0.4172, -0.4664], [-0.0080, 0.0067, -0.5245], [0.2360, 0.1550, -0.0182], [0.0405, 0.2166, 0.2271], [-0.2639, 0.2092, 0.2685], [0.2011, -0.0285, 0.2254], [-0.0185, -0.6738, 0.5716], [-0.6319, 0.7750, -0.5558], [-0.0375, -0.0804, 0.1246], [0.8426, 0.9510, -0.4518], [-1.2975, -0.4345, 0.1413], [0.1443, 0.1762, -0.2216], [-0.6539, 0.0998, 0.2695], [-0.1044, -0.4329, -0.4649], [1.6239, -0.6089, 0.9042], [-0.5455, 0.8733, -0.8307], [-0.0443, -0.8575, 0.8461], [0.3028, 0.6269, -0.3441], [0.8988, 0.0820, 1.3015], [-0.0210, 0.4283, -0.2173], [-0.2955, 0.8122, -0.7737], [0.1168, -0.0743, -0.7114], [-0.6764, 0.0935, 0.1176], [-0.3347, -0.8046, 0.4879], [0.3434, -0.2290, -0.2525], [0.1603, -0.5946, -0.5875], [0.1167, -0.0501, 1.1940], [0.0796, -0.2101, -0.0439], [0.3656, 0.3292, -0.0434], [0.2559, 0.2848, -0.6422], [0.3343, -0.0509, -0.3955], [0.8690, 1.4335, -0.4003], [-0.2559, -0.2319, 0.2852], [-0.2819, -0.9701, -0.5025], [-0.6454, -0.1416, 0.9461], [-0.2992, -0.8332, -0.3271], [-2.3115, 0.9749, -0.1639], [0.9170, 0.3693, -0.5838], [0.2498, 0.5129, 0.1967], [0.0584, 0.7195, 0.0369], [0.8281, -1.3835, 0.9070], [1.5929, -0.1721, 0.7409], [-0.6242, -0.0024, -1.1019], [-0.0946, 0.0750, -0.5620], [-0.8113, -0.3230, 0.5663]]
}

---

Entry 7:
{
  "formula": "C5H15N2O",
  "method": "ωB97M-V/def2-TZVPD",
  "mol_weight_g_mol": 119.19,
  "total_charge": 2,
  "spin_multiplicity": 2,
  "homo_lumo_gap_ha": [0.4038, 0.2614],
  "relative_energy_kj_mol": 324.6,
  "symbols": ["C", "C", "C", "C", "C", "N", "N", "H", "H", "H", "H", "H", "H", "H", "H", "H", "H", "H", "H", "H", "H", "H", "O"],
  "coordinates": [[0.7387, -0.1069, 0.9024], [0.7606, 0.5612, -0.4552], [-0.0805, -0.3526, -1.3505], [0.5968, -0.8255, -2.4572], [-2.0851, 0.4574, -0.3045], [-1.3518, -0.6863, -0.9824], [1.4284, -1.4721, 0.7391], [-0.2769, -0.2911, 1.4872], [1.4192, 0.6003, 1.5926], [0.2942, 1.6371, -0.3909], [1.7439, 0.6732, -0.8647], [0.0108, -1.3303, -3.2077], [1.5965, -0.5511, -3.0087], [-1.6584, 1.3862, -0.1829], [-2.2809, 0.0569, 0.7895], [-3.0113, 0.7226, -0.7765], [-1.7977, -1.1184, -1.8052], [1.8005, -1.5138, -0.3141], [2.1458, -1.9045, 1.3973], [0.5637, -2.1579, 0.7144], [0.2114, 2.6922, 2.7428], [-0.7280, 1.6980, 3.1671], [-0.0397, 1.8256, 2.5681]],
  "atomic_forces_ev_per_a": [[1.8430, 1.7795, 3.8950], [-3.2704, 1.0487, 0.2252], [1.1301, 1.2590, 1.3037], [0.4635, -0.3501, -3.4095], [-2.0181, -3.7949, 3.1509], [1.5485, 3.1448, -2.5786], [-1.5351, -2.5129, -2.7053], [2.3415, 0.5878, -1.6337], [-1.6910, -2.1008, -1.2609], [0.9387, -2.0624, 0.0043], [0.6066, -0.0208, -0.0355], [-0.2996, -0.7262, -0.0339], [-1.6307, -0.1247, 2.1551], [2.1640, 1.5473, -0.1206], [-0.1311, 0.9557, -2.2107], [-0.6932, -0.8497, -0.4478], [-0.5594, -0.2778, 0.8768], [-0.3941, -0.2407, 3.0459], [-0.9913, 1.2208, -0.6543], [2.4283, 1.0522, 0.1796], [0.9894, 2.6658, 0.3749], [-1.9501, -0.5749, 1.7271], [0.7106, -1.6258, -1.8475]]
}